No. 1
Molecular formula: C3H7AlNO9P2
Method: DFT, the ωB97M-V functional and the def2-TZVPD basis

Positions of all 23 atoms, in Å:
Al  -2.92052  10.58809  -18.15836
P  -1.94550  7.38275  -19.51767
O  -2.80274  6.87677  -20.67933
O  -1.11324  6.41032  -18.70279
O  -2.94113  7.54101  -18.28955
O  -1.36639  8.77900  -19.64033
P  -6.28407  10.03034  -19.48718
O  -7.25112  10.73799  -18.50116
O  -5.06233  10.89139  -19.99061
O  -6.83152  8.92525  -20.42481
O  -5.48388  9.26587  -18.35733
C  -5.51034  13.22524  -17.87860
O  -4.34158  13.18790  -18.23757
N  -6.06105  14.24468  -17.19457
C  -7.51060  14.29392  -16.99892
C  -5.33785  15.38329  -16.68248
H  -6.16498  12.38311  -18.17807
H  -7.93496  13.29386  -17.06426
H  -7.86341  14.99283  -17.76178
H  -7.73219  14.70569  -16.01141
H  -5.44678  15.47285  -15.59871
H  -4.28799  15.42662  -16.96604
H  -5.70589  16.33367  -17.08978

**Multiplicity**: 1
**HOMO-LUMO gap**: 0.118 Eh
**Electronic energy**: -48312.138 eV
**Total charge**: -3
**Relative energy (zero: lowest compared OMol25 entry of this formula, charge and spin)**: 0.000 eV
**E_HOMO**: 3.0 eV

***

No. 2
Molecular formula: C16H16N4O
Method: DFT, the ωB97M-V functional and the def2-TZVPD basis

Positions of all 37 atoms, in Å:
C  -6.35090  -1.50449  -1.13789
C  -5.79044  -0.41592  -0.23254
C  -4.60474  0.30127  -0.88722
C  -4.08291  1.39396  0.01702
O  -4.69872  2.41907  0.22319
N  -2.85671  1.22696  0.59535
C  -1.92664  0.17936  0.52691
C  -2.29795  -1.15545  0.66750
C  -1.33570  -2.14950  0.60248
C  -0.00507  -1.83254  0.41848
C  0.38465  -0.49718  0.30918
C  1.79298  -0.18442  0.13562
C  2.39954  1.05895  0.02138
N  3.72198  0.82540  -0.12325
C  4.79587  1.62319  -0.27553
C  6.02392  1.03755  -0.39731
C  6.10672  -0.37026  -0.35768
N  5.07200  -1.15220  -0.21011
C  3.88049  -0.59275  -0.09149
N  2.71881  -1.17254  0.06369
C  -0.58288  0.50096  0.36596
H  -7.19222  -2.00012  -0.65956
H  -6.69241  -1.07984  -2.07903
H  -5.58987  -2.25148  -1.35552
H  -6.56340  0.32252  -0.01337
H  -5.47927  -0.85588  0.71830
H  -3.81811  -0.40473  -1.15112
H  -4.95882  0.78849  -1.79880
H  -2.52196  2.07025  1.04767
H  -3.32764  -1.41379  0.85270
H  -1.63366  -3.18185  0.70931
H  0.75654  -2.59319  0.36792
H  1.99536  2.05058  0.03308
H  4.63318  2.69239  -0.29405
H  6.90884  1.63814  -0.52079
H  7.06269  -0.86573  -0.45143
H  -0.30018  1.53972  0.28116

**Multiplicity**: 1
**HOMO-LUMO gap**: 0.305 Eh
**Electronic energy**: -24860.291 eV
**Relative energy (zero: lowest compared OMol25 entry of this formula, charge and spin)**: 1.085 eV
**E_HOMO**: -8.3 eV
**SMILES**: CCCC(=O)Nc1cccc(-c2cn3cccnc3n2)c1

***

No. 3
Molecular formula: C10H10O2S2
Method: DFT, the ωB97M-V functional and the def2-TZVPD basis

Positions of all 24 atoms, in Å:
C  -0.33354  1.46056  -3.36564
C  -0.89791  2.01574  -2.23837
C  0.49983  0.35137  -3.26704
C  -0.78773  1.36219  -1.01342
C  0.71369  -0.23643  -2.06860
C  0.04761  0.26032  -0.87690
C  1.23690  0.91137  1.21714
C  0.46521  -2.17941  2.44421
C  -0.61484  -1.13634  2.91374
C  0.33270  -0.17483  0.53849
O  0.72614  1.90604  1.66384
O  -2.09266  -1.26453  0.76930
S  1.13370  -1.76544  0.75737
S  -1.33215  -0.22976  1.42747
H  -0.37016  1.86405  -4.36857
H  -1.53838  2.88022  -2.05297
H  1.03336  -0.02561  -4.05811
H  -1.37230  1.82799  -0.17171
H  1.30593  -1.14957  -2.01832
H  2.28445  0.81975  1.22177
H  1.33539  -2.42811  3.17078
H  -0.15158  -3.05075  2.36420
H  -1.32060  -1.68139  3.38394
H  -0.30307  -0.33742  3.62741

**Multiplicity**: 1
**HOMO-LUMO gap**: 0.337 Eh
**Electronic energy**: -36295.198 eV
**Relative energy (zero: lowest compared OMol25 entry of this formula, charge and spin)**: 1.349 eV
**E_HOMO**: -8.9 eV

***

No. 4
Molecular formula: C6H5NO2
Method: DFT, the ωB97M-V functional and the def2-TZVPD basis

Positions of all 14 atoms, in Å:
O  0.28279  -2.77999  -3.80858
N  1.01450  -2.15765  -3.07067
O  2.24171  -2.10314  -3.15458
C  0.29145  -1.49089  -1.90919
C  0.91008  -0.72016  -0.97423
C  0.21120  -0.14206  0.17946
C  -1.26022  0.33344  -0.11621
C  -1.72658  -0.69004  -0.91188
C  -1.14610  -1.45407  -1.68497
H  2.00292  -0.70474  -0.96637
H  0.05951  -0.90999  0.95265
H  0.90911  0.63815  0.69880
H  -1.18383  1.25208  -0.78317
H  -1.75715  0.56296  0.76424

**Multiplicity**: 1
**HOMO-LUMO gap**: 0.324 Eh
**Electronic energy**: -11880.563 eV
**Relative energy (zero: lowest compared OMol25 entry of this formula, charge and spin)**: 7.982 eV
**E_HOMO**: -9.4 eV
**SMILES**: O=[N+]([O-])C1=CCCC#C1

***

> The lowest HOMO-LUMO gap belongs to which entry?

C3H7AlNO9P2

***

> Which value of relative energy (zero: lowest compared OMol25 entry of this formula, charge and spin) does entry 1 give?

0.000 eV

***

> Look up the electronic energy of the fourth one.

-11880.563 eV

***

> What is the formula in the second record?

C16H16N4O